{
  "formula": "C32H66F8N2O32S11Zr",
  "method": "the ωB97M-V functional and the def2-TZVPD basis",
  "species": ["Zr", "C", "F", "F", "F", "S", "O", "O", "N", "S", "O", "O", "C", "F", "F", "F", "N", "S", "O", "O", "F", "S", "O", "O", "F", "C", "C", "C", "S", "O", "O", "C", "H", "H", "H", "H", "H", "H", "H", "H", "C", "C", "C", "S", "O", "O", "C", "H", "H", "H", "H", "H", "H", "H", "H", "C", "C", "C", "S", "O", "O", "C", "H", "H", "H", "H", "H", "H", "H", "H", "C", "C", "C", "S", "O", "O", "C", "H", "H", "H", "H", "H", "H", "H", "H", "C", "C", "C", "S", "O", "O", "C", "H", "H", "H", "H", "H", "H", "H", "H", "C", "C", "O", "S", "O", "O", "O", "H", "H", "H", "H", "C", "C", "O", "S", "O", "O", "O", "H", "H", "H", "H", "C", "C", "O", "O", "H", "H", "H", "H", "H", "H", "C", "C", "O", "O", "H", "H", "H", "H", "H", "H", "C", "C", "O", "O", "H", "H", "H", "H", "H", "H"],
  "coordinates": [[1.72, -2.18, -0.70], [0.73, 0.43, 2.76], [-0.43, -0.23, 2.76], [0.59, 1.58, 3.41], [1.70, -0.34, 3.30], [1.32, 0.87, 0.92], [0.94, 2.25, 0.64], [2.78, 0.69, 0.96], [0.62, -0.52, -0.04], [-0.91, 0.05, -0.15], [-1.73, -1.06, -0.66], [-1.47, 0.90, 0.91], [-0.93, 1.34, -1.66], [-1.89, 2.25, -1.57], [0.24, 1.89, -1.85], [-1.17, 0.56, -2.74], [0.56, -3.78, -0.19], [0.23, -5.34, -0.49], [-0.70, -5.71, -1.51], [0.82, -6.45, 0.32], [1.47, -5.34, -1.51], [-0.84, -4.08, 0.88], [-0.66, -4.76, 2.12], [-2.18, -3.94, 0.36], [-0.66, -2.52, 1.40], [-5.05, -0.35, -4.42], [-4.71, -1.46, -5.49], [-4.53, -2.92, -4.81], [-3.70, -2.51, -3.28], [-2.28, -2.23, -3.53], [-4.05, -3.42, -2.21], [-4.65, -0.94, -3.00], [-6.10, -0.07, -4.55], [-4.57, 0.62, -4.52], [-3.83, -1.11, -6.02], [-5.38, -1.45, -6.36], [-3.91, -3.65, -5.32], [-5.51, -3.38, -4.67], [-4.14, -0.35, -2.23], [-5.56, -1.29, -2.51], [-2.24, -3.91, 6.15], [-1.10, -4.38, 7.15], [0.21, -4.17, 6.41], [0.04, -2.60, 5.54], [0.49, -2.85, 4.16], [0.59, -1.41, 6.21], [-1.84, -2.53, 5.69], [-3.19, -3.81, 6.68], [-2.39, -4.66, 5.38], [-1.25, -5.38, 7.56], [-1.11, -3.68, 7.98], [0.38, -4.96, 5.67], [1.03, -3.93, 7.09], [-2.05, -2.21, 4.67], [-2.01, -1.73, 6.41], [7.14, 1.54, 3.13], [7.78, 0.49, 3.99], [7.19, -0.85, 3.51], [5.36, -0.50, 3.20], [4.52, -0.72, 4.39], [4.96, -1.07, 1.92], [5.63, 1.36, 3.04], [7.59, 1.69, 2.15], [7.21, 2.47, 3.70], [7.60, 0.65, 5.05], [8.84, 0.64, 3.78], [7.22, -1.73, 4.16], [7.66, -1.06, 2.55], [5.08, 1.65, 3.94], [5.08, 1.73, 2.17], [-0.76, 2.66, -6.96], [-1.61, 1.88, -5.88], [-1.10, 0.47, -5.94], [0.72, 0.62, -5.81], [1.44, -0.46, -6.57], [1.03, 0.95, -4.40], [0.67, 2.25, -6.73], [-0.77, 3.72, -6.72], [-1.13, 2.43, -7.97], [-2.70, 1.93, -5.96], [-1.38, 2.27, -4.90], [-1.20, 0.02, -6.93], [-1.55, -0.19, -5.19], [1.20, 2.15, -7.68], [1.33, 2.95, -6.22], [-2.69, 4.48, 3.47], [-3.09, 3.03, 3.85], [-2.92, 2.87, 5.39], [-1.47, 3.95, 5.86], [-0.33, 3.11, 6.02], [-1.93, 4.77, 7.02], [-1.40, 4.87, 4.23], [-3.50, 5.20, 3.58], [-2.42, 4.67, 2.43], [-2.46, 2.34, 3.30], [-4.08, 2.75, 3.50], [-2.67, 1.86, 5.72], [-3.76, 3.32, 5.92], [-0.48, 4.55, 3.74], [-1.28, 5.94, 4.37], [-6.97, 2.69, 0.04], [-6.40, 3.49, -1.14], [-5.17, 2.81, -1.44], [-4.45, 2.30, -0.06], [-3.44, 3.31, 0.30], [-4.17, 0.89, -0.21], [-5.82, 2.55, 0.82], [-7.33, 1.77, -0.42], [-7.76, 3.13, 0.64], [-6.29, 4.52, -0.81], [-7.10, 3.39, -1.97], [0.12, 5.19, -1.19], [1.60, 4.93, -1.65], [1.67, 5.45, -2.98], [0.20, 5.91, -3.55], [-0.58, 4.81, -4.19], [0.27, 7.17, -4.20], [-0.30, 6.16, -2.00], [-0.02, 5.59, -0.18], [-0.49, 4.29, -1.23], [1.87, 3.88, -1.71], [2.28, 5.53, -1.04], [0.71, -2.91, -3.64], [2.24, -3.07, -3.73], [2.76, -3.24, -2.46], [0.24, -2.32, -2.49], [0.19, -3.87, -3.74], [0.39, -2.40, -4.55], [2.71, -2.22, -4.23], [2.39, -3.84, -4.48], [3.51, -3.83, -2.49], [-0.65, -2.15, -2.78], [3.81, -4.02, 1.25], [2.71, -3.40, 2.16], [2.00, -2.31, 1.63], [3.29, -3.99, -0.03], [4.13, -5.04, 1.47], [4.64, -3.33, 1.07], [3.18, -3.24, 3.12], [1.99, -4.18, 2.42], [1.46, -2.06, 2.38], [3.85, -4.62, -0.50], [3.29, 0.41, -2.00], [4.39, -0.36, -1.16], [3.76, -1.37, -0.34], [2.14, -0.36, -2.16], [3.68, 0.83, -2.92], [2.93, 1.24, -1.40], [4.92, 0.43, -0.62], [5.21, -0.74, -1.76], [4.31, -1.39, 0.45], [1.79, 0.09, -2.93]],
  "e_lumo_ev": -7.920,
  "fmax_ev_per_a": 12.92,
  "gap_ev": 4.9,
  "energy_ev": -244936.7478,
  "total_charge": 2
}

{
  "formula": "C32H66IN3O8P3S2",
  "method": "the ωB97M-V functional and the def2-TZVPD basis",
  "species": ["C", "C", "N", "C", "C", "C", "C", "C", "C", "C", "C", "C", "C", "C", "C", "C", "C", "C", "C", "C", "P", "N", "O", "C", "C", "C", "C", "I", "C", "N", "P", "P", "O", "O", "O", "H", "H", "H", "H", "H", "H", "H", "H", "H", "H", "H", "H", "H", "H", "H", "H", "H", "H", "H", "H", "H", "H", "H", "H", "H", "H", "H", "H", "H", "H", "H", "H", "H", "H", "H", "H", "H", "H", "H", "H", "H", "H", "H", "H", "H", "H", "H", "H", "H", "H", "C", "C", "C", "S", "O", "O", "C", "H", "H", "H", "H", "H", "H", "H", "H", "C", "C", "C", "S", "O", "O", "C", "H", "H", "H", "H", "H", "H", "H", "H"],
  "coordinates": [[2.13, 1.61, 4.03], [2.39, 1.20, 2.62], [3.78, 1.10, 1.97], [4.40, 2.09, 1.23], [3.72, 3.56, 0.92], [4.00, 4.70, 2.05], [2.86, 5.92, 2.08], [2.10, 6.13, 0.64], [0.61, 5.37, 0.57], [0.25, 4.80, -0.93], [0.39, 3.18, -1.11], [-0.71, 2.29, -0.27], [-0.90, 0.81, -1.02], [-2.09, -0.10, -0.37], [-1.80, -0.55, 1.21], [-2.54, 0.57, 2.16], [-2.86, 0.07, 3.68], [-1.66, 0.49, 4.75], [-0.66, -0.81, 4.86], [5.85, 1.55, 0.70], [7.44, 2.34, 1.47], [7.28, 2.40, 3.26], [8.76, 1.20, 1.19], [5.70, -0.07, 1.08], [5.61, -0.75, -0.41], [7.10, -0.83, -1.15], [7.35, 0.36, -2.25], [7.18, -2.74, -2.30], [4.49, -0.25, 2.16], [5.08, -0.38, 3.56], [3.06, -1.47, 1.84], [3.74, -3.51, 1.47], [2.95, -4.54, 2.43], [3.20, -3.92, -0.17], [5.46, -3.73, 1.49], [1.58, 0.85, 4.74], [2.41, 2.66, 4.48], [1.46, 0.96, 1.94], [4.15, 3.95, -0.12], [2.55, 3.38, 0.88], [5.06, 5.19, 1.78], [4.13, 4.22, 3.13], [2.05, 5.75, 2.93], [3.48, 6.92, 2.28], [2.77, 5.88, -0.30], [1.87, 7.30, 0.56], [0.53, 4.56, 1.43], [-0.18, 6.21, 0.84], [-0.88, 5.11, -1.14], [0.94, 5.33, -1.72], [0.17, 2.96, -2.27], [1.47, 2.75, -0.92], [-0.22, 2.06, 0.78], [-1.77, 2.78, -0.17], [0.11, 0.19, -1.02], [-1.19, 0.97, -2.16], [-3.17, 0.37, -0.49], [-2.10, -1.13, -0.97], [-2.31, -1.60, 1.44], [-0.65, -0.67, 1.44], [-3.55, 0.86, 1.63], [-1.83, 1.50, 2.24], [-3.85, 0.60, 4.08], [-3.03, -1.10, 3.79], [-2.18, 0.67, 5.80], [-1.15, 1.47, 4.36], [-0.17, -1.06, 3.80], [0.18, -0.66, 5.67], [-1.32, -1.75, 5.15], [5.79, 1.82, -0.46], [7.09, 1.44, 3.64], [8.15, 2.80, 3.66], [9.00, 0.75, 2.08], [6.71, -0.37, 1.61], [5.22, -1.85, -0.37], [4.90, -0.14, -1.12], [7.99, -0.80, -0.39], [7.80, -0.01, -3.28], [8.10, 1.21, -1.87], [6.34, 0.95, -2.50], [4.26, -0.39, 4.25], [5.52, -1.34, 3.69], [2.43, -1.01, 0.59], [2.81, -3.05, -0.54], [5.64, -4.46, 0.80], [-5.63, -4.66, -2.74], [-4.34, -5.47, -2.59], [-3.29, -4.54, -1.95], [-4.21, -3.36, -0.97], [-4.03, -2.05, -1.55], [-3.97, -3.62, 0.43], [-5.83, -3.95, -1.41], [-6.48, -5.31, -2.98], [-5.51, -3.93, -3.54], [-4.51, -6.33, -1.93], [-3.99, -5.85, -3.55], [-2.61, -5.10, -1.31], [-2.73, -3.99, -2.71], [-6.53, -3.12, -1.47], [-6.15, -4.66, -0.63], [-10.12, -1.92, -5.93], [-9.39, -1.13, -4.85], [-8.69, -2.14, -3.94], [-8.35, -3.57, -4.95], [-9.13, -4.68, -4.45], [-6.92, -3.67, -5.17], [-9.12, -2.96, -6.43], [-10.47, -1.28, -6.74], [-11.00, -2.42, -5.50], [-8.65, -0.48, -5.32], [-10.08, -0.49, -4.28], [-7.75, -1.74, -3.55], [-9.34, -2.45, -3.11], [-9.59, -3.78, -6.97], [-8.35, -2.49, -7.05]],
  "e_lumo_ev": -4.186,
  "fmax_ev_per_a": 6.87,
  "gap_ev": 7.4,
  "energy_ev": -112723.2165,
  "total_charge": 1
}

{
  "formula": "C32H66N3O3",
  "method": "the ωB97M-V functional and the def2-TZVPD basis",
  "species": ["C", "C", "C", "C", "C", "C", "C", "C", "C", "C", "C", "C", "O", "C", "C", "N", "H", "H", "H", "H", "H", "H", "H", "H", "H", "H", "H", "H", "H", "H", "H", "H", "H", "H", "H", "H", "H", "H", "H", "H", "H", "H", "H", "H", "H", "H", "C", "C", "C", "C", "C", "C", "N", "O", "C", "C", "C", "H", "H", "H", "H", "H", "H", "H", "H", "H", "H", "H", "H", "H", "H", "H", "H", "H", "H", "C", "C", "C", "C", "C", "C", "N", "O", "C", "C", "C", "H", "H", "H", "H", "H", "H", "H", "H", "H", "H", "H", "H", "H", "H", "H", "H", "H", "H"],
  "coordinates": [[0.53, -2.59, -2.20], [-0.89, -2.93, -1.66], [-2.03, -2.68, -2.71], [-2.34, -1.15, -2.87], [-3.31, -0.61, -1.76], [-2.56, 0.34, -0.73], [-2.65, -0.16, 0.76], [-1.28, -0.28, 1.51], [-0.24, 0.82, 1.16], [-0.80, 2.28, 1.17], [0.03, 3.10, 0.11], [0.35, 4.57, 0.54], [-0.28, 5.55, -0.30], [0.29, 5.37, -1.59], [-0.07, 3.98, -2.23], [-0.59, 2.99, -1.24], [1.26, -3.00, -1.47], [0.77, -3.09, -3.16], [0.73, -1.50, -2.31], [-1.05, -2.36, -0.72], [-0.90, -4.02, -1.45], [-1.69, -3.08, -3.69], [-2.96, -3.17, -2.36], [-1.35, -0.64, -2.87], [-2.78, -0.93, -3.87], [-3.85, -1.41, -1.24], [-4.05, 0.02, -2.30], [-1.53, 0.44, -1.12], [-3.10, 1.31, -0.77], [-3.07, -1.19, 0.72], [-3.39, 0.42, 1.34], [-0.80, -1.27, 1.43], [-1.51, -0.17, 2.60], [0.65, 0.74, 1.81], [0.12, 0.60, 0.13], [-0.57, 2.71, 2.17], [-1.89, 2.35, 1.00], [1.00, 2.57, 0.05], [1.45, 4.72, 0.42], [0.15, 4.76, 1.61], [1.40, 5.44, -1.57], [-0.05, 6.16, -2.28], [0.82, 3.56, -2.72], [-0.82, 4.09, -3.04], [-0.35, 2.07, -1.60], [-1.61, 2.99, -1.16], [5.56, 3.09, -5.35], [4.69, 2.51, -4.22], [5.31, 1.20, -3.74], [5.18, 0.08, -4.77], [3.73, -0.11, -5.19], [2.99, 1.19, -5.59], [3.28, 2.33, -4.68], [2.53, 2.19, -3.61], [3.35, 1.59, -7.03], [1.49, 0.86, -5.66], [4.79, 3.57, -3.11], [6.51, 3.47, -4.95], [5.84, 2.37, -6.11], [5.07, 3.93, -5.84], [4.83, 0.88, -2.81], [6.36, 1.35, -3.50], [5.81, 0.28, -5.64], [5.56, -0.85, -4.34], [3.68, -0.82, -6.02], [3.19, -0.58, -4.36], [2.90, 2.55, -7.29], [2.97, 0.86, -7.74], [4.42, 1.65, -7.22], [1.11, 0.43, -4.73], [1.30, 0.13, -6.45], [0.90, 1.76, -5.89], [4.38, 4.52, -3.44], [5.83, 3.73, -2.83], [4.27, 3.27, -2.19], [-0.82, -3.30, 7.53], [-1.26, -2.57, 6.25], [-1.94, -1.25, 6.63], [-3.31, -1.47, 7.28], [-4.20, -2.33, 6.38], [-3.54, -3.62, 5.85], [-2.13, -3.42, 5.41], [-2.16, -2.91, 4.20], [-3.58, -4.72, 6.93], [-4.44, -4.17, 4.73], [0.07, -2.26, 5.54], [0.01, -2.79, 8.00], [-1.60, -3.36, 8.29], [-0.49, -4.32, 7.31], [-2.07, -0.62, 5.75], [-1.30, -0.69, 7.32], [-3.20, -1.94, 8.26], [-3.79, -0.51, 7.45], [-5.11, -2.58, 6.92], [-4.51, -1.71, 5.53], [-3.04, -5.61, 6.59], [-4.61, -5.02, 7.13], [-3.17, -4.42, 7.89], [-4.62, -3.43, 3.95], [-5.42, -4.44, 5.13], [-4.00, -5.06, 4.28], [0.60, -3.18, 5.28], [0.73, -1.68, 6.19], [-0.06, -1.67, 4.63]],
  "e_lumo_ev": [-2.373, -2.567],
  "fmax_ev_per_a": 3.30,
  "gap_ev": [7.9, 8.5],
  "energy_ev": -44856.7831,
  "total_charge": 1,
  "spin_multiplicity": 3
}

{
  "formula": "C32H66O13S7",
  "method": "the ωB97M-V functional and the def2-TZVPD basis",
  "species": ["C", "S", "O", "C", "H", "H", "H", "H", "H", "H", "C", "S", "O", "C", "H", "H", "H", "H", "H", "H", "C", "S", "O", "C", "H", "H", "H", "H", "H", "H", "C", "S", "O", "C", "H", "H", "H", "H", "H", "H", "C", "S", "O", "C", "H", "H", "H", "H", "H", "H", "C", "S", "O", "C", "H", "H", "H", "H", "H", "H", "C", "S", "O", "C", "H", "H", "H", "H", "H", "H", "C", "C", "C", "C", "C", "C", "H", "H", "H", "H", "H", "H", "O", "C", "O", "C", "C", "C", "H", "H", "H", "H", "H", "H", "O", "C", "O", "C", "C", "C", "H", "H", "H", "H", "H", "H", "O", "C", "O", "C", "C", "C", "H", "H", "H", "H", "H", "H"],
  "coordinates": [[2.16, -7.02, -6.29], [1.93, -7.94, -7.88], [0.99, -7.10, -8.72], [3.62, -7.64, -8.57], [3.15, -7.07, -5.83], [1.62, -7.48, -5.46], [1.84, -5.99, -6.41], [3.67, -7.43, -9.64], [4.40, -8.30, -8.17], [3.91, -6.67, -8.17], [1.00, -4.64, -11.46], [0.88, -3.37, -12.78], [1.15, -4.20, -14.03], [-0.96, -3.20, -12.83], [2.02, -4.89, -11.20], [0.55, -5.54, -11.88], [0.40, -4.48, -10.57], [-1.26, -4.14, -13.30], [-1.32, -2.41, -13.49], [-1.40, -3.01, -11.86], [2.78, -9.47, -12.39], [4.45, -9.39, -11.67], [4.40, -10.25, -10.42], [5.24, -10.46, -12.99], [2.84, -8.97, -13.35], [1.95, -9.07, -11.81], [2.43, -10.47, -12.66], [6.03, -9.91, -13.52], [4.55, -10.77, -13.77], [5.82, -11.35, -12.71], [6.84, -6.57, -12.29], [5.96, -4.97, -12.05], [5.00, -5.17, -10.86], [4.76, -5.09, -13.48], [7.71, -6.46, -12.94], [6.15, -7.16, -12.90], [6.99, -7.18, -11.41], [4.47, -6.13, -13.62], [5.30, -4.76, -14.37], [3.91, -4.48, -13.17], [3.95, -0.85, -11.35], [4.66, -0.76, -9.67], [4.43, 0.67, -9.29], [3.49, -1.94, -8.84], [4.10, -1.85, -11.75], [4.38, -0.14, -12.05], [2.88, -0.65, -11.40], [3.91, -2.30, -7.90], [3.35, -2.61, -9.70], [2.50, -1.51, -8.70], [8.04, -10.93, -10.55], [8.83, -10.33, -12.17], [9.07, -8.84, -11.99], [10.44, -11.18, -12.00], [7.42, -11.82, -10.70], [7.35, -10.10, -10.43], [8.71, -10.83, -9.69], [11.33, -10.57, -12.12], [10.50, -12.17, -12.43], [10.53, -11.52, -10.97], [10.89, -6.44, -12.28], [11.41, -5.11, -13.44], [10.97, -5.52, -14.86], [10.15, -4.04, -12.67], [11.32, -7.35, -12.71], [9.83, -6.64, -12.15], [11.23, -6.29, -11.26], [10.38, -3.68, -11.67], [9.17, -4.49, -12.55], [10.10, -3.11, -13.23], [7.68, -6.27, -8.72], [7.53, -4.87, -8.87], [8.65, -4.11, -8.82], [9.90, -4.63, -8.39], [9.89, -6.01, -8.01], [8.78, -6.85, -8.22], [6.80, -6.89, -8.67], [6.54, -4.44, -8.99], [8.62, -3.03, -8.83], [10.82, -4.08, -8.29], [10.78, -6.42, -7.54], [8.77, -7.85, -7.81], [5.42, -8.13, -15.28], [6.52, -7.69, -15.60], [7.68, -8.21, -15.11], [8.82, -7.48, -15.43], [8.21, -6.08, -15.86], [6.88, -6.57, -16.55], [9.41, -7.79, -16.29], [9.50, -7.20, -14.62], [8.91, -5.70, -16.59], [7.97, -5.44, -15.01], [7.01, -6.97, -17.56], [6.05, -5.87, -16.54], [6.02, -2.27, -14.79], [6.21, -1.16, -15.32], [5.62, -0.10, -14.78], [5.67, 1.08, -15.58], [7.01, 0.80, -16.20], [6.96, -0.67, -16.52], [5.63, 2.03, -15.03], [4.79, 1.01, -16.21], [7.75, 1.17, -15.50], [7.19, 1.37, -17.11], [7.90, -1.23, -16.53], [6.35, -0.90, -17.40], [3.75, -0.58, -19.66], [3.51, -1.68, -19.04], [4.49, -2.46, -18.55], [3.97, -3.63, -17.97], [2.44, -3.33, -17.83], [2.15, -2.34, -18.86], [4.41, -3.72, -16.97], [4.18, -4.50, -18.58], [2.25, -2.82, -16.88], [1.81, -4.21, -18.00], [1.54, -1.50, -18.52], [1.92, -2.82, -19.81]],
  "e_lumo_ev": 0.320,
  "fmax_ev_per_a": 5.69,
  "gap_ev": 8.8,
  "energy_ev": -136709.4871,
  "total_charge": 0
}